13
Properties=species:S:1:pos:R:3:forces:R:3:lowdin_charge:R:1 method="wB97M-V/def2-TZVPD" relative_energy_ev=1.422 homo_ha=-0.3164 smiles="OC(O)=S.CN" energy_ev=-18606.97046 orbital_gap_ev=9.2
O -1.481210 -0.250339 0.686322 -0.50 0.13 -0.40 -0.02
C -2.432786 0.160681 -0.183961 2.38 -1.11 0.53 -1.04
O -2.859755 1.331257 0.131254 -2.37 1.51 -1.14 0.06
S -2.887669 -0.598482 -1.541849 -0.14 -0.40 -0.31 0.69
H -0.780788 -0.808105 0.266264 -0.29 0.31 0.37 0.06
H -2.590147 1.769393 0.919331 0.96 -0.16 1.23 0.12
C 2.087227 0.295793 -0.038110 0.66 0.75 -2.01 -0.18
N 1.209963 -0.881541 0.143135 0.52 -0.31 2.59 -0.09
H 2.122758 1.226530 0.613250 -0.65 -1.91 0.46 0.08
H 3.138489 -0.109423 -0.131092 -0.88 1.08 -0.27 0.08
H 1.720286 0.829967 -0.966980 0.86 -0.95 0.48 0.08
H 1.710431 -1.543573 0.785633 -0.96 0.85 -0.71 0.09
H 1.043202 -1.422157 -0.683193 0.39 0.22 -0.82 0.06